[1]
H44O22 | ωB97M-V/def2-TZVPD

Structure (XYZ):
```
66
Properties=species:S:1:pos:R:3:forces:R:3:lowdin_charge:R:1
O -1.808581 -0.961387 1.850920 0.2 -0.5 0.2 -0.040
O 0.673901 -2.570561 -0.294265 -0.9 1.2 0.2 -0.051
O -4.248333 -2.762295 1.305858 -0.6 0.0 0.4 -0.057
H 1.181127 4.065411 -3.413895 0.0 0.6 0.5 -0.004
O 2.618516 1.723012 5.058637 0.1 0.1 -0.1 -0.046
H -2.478041 0.316105 -1.559450 0.0 0.3 -0.2 0.049
H -1.440708 5.776349 1.684484 -0.2 0.2 -0.2 0.052
H -1.821074 -3.603798 -1.390924 0.2 -0.2 0.0 0.031
H -2.065397 1.282293 4.361022 0.2 0.0 0.3 0.086
H 2.586760 -4.191749 1.351147 0.2 0.3 1.0 0.017
H 0.331248 0.792350 0.550426 -0.4 0.5 0.3 0.020
H 1.338959 -3.087060 0.160880 0.1 -0.3 0.0 -0.010
H -3.335558 1.246738 -3.645766 -0.2 0.1 0.0 0.020
H 1.986491 4.785070 1.667509 -0.1 -0.3 -0.2 -0.004
H -1.347024 -3.036699 1.775363 -0.2 0.3 -0.2 -0.007
H 2.110785 -2.922888 3.255191 -0.1 0.3 0.0 0.053
H -0.542713 -3.098522 3.056442 -0.2 0.2 0.1 0.019
O 0.128776 -5.906170 -0.073505 -0.6 -0.7 -0.5 -0.070
H 1.967363 -3.877066 -2.939021 0.0 -0.4 -0.1 0.071
H 0.696561 3.180996 -0.053283 -0.4 -0.3 0.1 0.022
H 2.085535 -4.433643 3.349482 -0.3 -0.3 0.2 0.063
O 0.768023 -1.817581 -5.383265 0.0 0.4 -0.4 -0.055
H -3.640561 -2.201543 1.787940 0.3 0.2 0.1 -0.012
O -2.187765 -0.363609 -0.951219 -0.5 -0.5 0.3 -0.026
O -0.691875 5.244700 1.954356 -0.1 -0.4 -0.3 -0.030
O 2.640123 -3.701141 3.080957 0.4 0.0 0.0 -0.022
O -2.627112 1.070758 -4.264947 -0.5 -0.2 -0.3 -0.053
O -2.639339 -3.225873 -1.068699 -0.3 -0.3 0.0 -0.044
H 0.264387 1.485657 -1.997222 0.0 -0.4 0.3 0.003
H 2.436046 5.225384 -2.454783 0.4 0.1 0.2 0.045
H -1.827521 1.268247 -3.777211 0.6 0.1 0.3 -0.024
H 0.870159 -5.498233 0.373905 0.1 0.3 0.2 -0.043
O 1.582571 5.501154 -2.120473 -0.2 0.4 -0.5 -0.044
H 2.579410 -2.494509 -2.862681 0.3 0.2 0.1 0.070
H -0.643163 -5.515226 0.335764 -0.3 0.1 0.2 0.017
O -2.213853 1.230430 3.416823 -0.3 0.1 0.2 -0.019
H -2.082261 -0.211797 2.379546 0.1 0.1 0.4 -0.008
H -0.005581 2.491144 -3.096309 0.0 0.3 -0.7 -0.014
H -3.153368 1.381299 3.312959 -0.5 0.1 0.0 0.087
H 0.488897 -2.721479 -5.529200 -0.1 -0.2 0.0 0.027
O -0.869337 2.304759 1.334698 0.4 -0.1 -0.6 -0.043
H 1.864077 2.318893 -0.484094 0.1 -0.4 0.0 0.038
H 2.016473 1.877405 5.786605 -0.1 0.1 0.2 0.026
H -0.711470 5.270628 2.911000 0.2 0.1 0.3 0.053
H 2.959816 -5.022126 0.141516 0.2 -0.2 -0.3 0.089
H -2.566996 -2.292254 -1.267052 0.1 0.6 -0.2 -0.004
H 0.488603 -0.566074 -0.099047 0.5 -1.1 0.0 0.004
H -1.232278 -0.309157 -0.968688 0.6 0.3 -0.2 0.018
O 0.797128 3.601708 -4.158044 0.1 -0.2 -0.3 -0.036
H 1.245196 -1.844691 -4.553930 -0.1 -0.2 0.2 -0.017
H 1.149182 4.049411 -4.927371 -0.1 0.0 -0.3 0.063
H -1.031492 3.245487 1.405174 0.1 0.6 0.1 0.007
O 1.595378 3.231523 -0.378561 0.3 0.6 0.0 -0.029
H -1.945745 -0.680013 0.946352 -0.2 0.1 -0.7 0.005
H 2.899273 5.962388 1.397971 0.1 0.1 -0.2 0.030
H 2.360132 0.869678 4.710374 0.0 -0.2 -0.1 0.021
O 2.399304 5.536015 2.094009 0.1 0.1 0.3 -0.055
H -1.476829 1.909037 1.959676 0.0 -0.1 0.3 -0.015
O -0.430929 1.818238 -2.564804 -0.5 -0.2 0.3 -0.049
H 1.459630 4.986618 -1.322747 0.1 -0.4 0.4 0.001
O 0.581173 0.370839 -0.271825 0.2 0.3 -0.4 -0.050
H 0.796812 -2.782842 -1.219498 0.2 0.0 -0.4 0.002
O -0.823445 -3.631355 2.312457 0.5 -0.7 0.2 -0.048
O 2.236715 -4.526141 0.525379 0.7 -0.2 -0.4 -0.046
O 1.737519 -2.949272 -2.888101 -0.1 0.1 0.0 -0.023
H -4.033696 -2.612970 0.385060 0.2 -0.3 -0.3 -0.006
```
Forces are in eV/Å.

Output
E_HOMO (eV): -10.25
LUMO energy (hartree): -0.0266
Electronic energy (Eh): -1681.6775
Maximum force (eV/Å): 1.5
Charge: 0
Kohn-Sham gap (eV): 9.53



[2]
C29H30N3O2Pb | ωB97M-V/def2-TZVPD

Structure (XYZ):
```
65
Properties=species:S:1:pos:R:3:forces:R:3:lowdin_charge:R:1
H 6.287605 2.482512 -4.448391 0.1 0.1 -0.1 0.103
C -0.633095 -1.269688 3.358709 -0.3 0.0 0.2 -0.050
C 1.530005 3.435712 -1.291791 -0.1 0.3 -0.2 0.003
H 4.843905 -0.463588 2.009109 0.0 0.0 -0.1 0.112
C -3.036895 -0.561988 -0.639991 0.8 -0.1 0.4 -0.296
H -2.041595 2.443912 -1.986491 0.1 0.1 -0.1 0.092
C -3.553495 -1.861688 -1.066291 -0.4 -0.8 -0.3 -0.086
H -1.055795 -2.970288 0.181609 0.0 -0.2 0.0 0.005
C 5.889405 1.332612 -2.689791 -0.1 0.0 0.1 -0.067
C 4.062305 -0.979888 2.546609 -0.4 0.0 -0.1 0.002
C -3.511695 -3.059288 1.105409 -0.2 0.0 -0.1 -0.039
H -2.299695 3.700012 -0.770791 0.0 0.1 0.0 0.093
H -1.519595 -4.571288 -0.379191 0.0 -0.1 0.0 0.094
O 0.415305 -1.248188 2.401309 -0.2 0.1 -0.6 -0.243
H -0.862995 -2.290688 3.667809 0.0 0.0 0.0 0.099
C 5.626505 2.348312 -3.608691 0.0 0.2 -0.1 -0.078
C -3.146095 -3.141488 -0.380391 0.2 -0.1 0.2 -0.351
H 0.614905 4.000312 -1.193491 -0.1 0.1 0.0 0.113
C 2.886705 1.548112 -0.516591 -2.1 0.8 -0.8 -0.184
H -5.117295 1.360412 -2.567891 0.0 0.1 0.0 0.129
H 3.567905 -3.128188 5.100809 0.0 0.0 0.1 0.110
N 3.167905 0.642712 0.400109 2.1 -1.3 1.5 0.094
H -4.587395 -2.963388 1.230509 -0.1 0.0 0.1 0.090
Pb 0.163805 -0.588188 -0.140591 2.9 1.1 0.0 1.533
H -3.186995 -3.953488 1.632109 0.0 -0.1 0.0 0.092
C -3.751995 0.616212 -1.115291 -0.3 0.8 -0.5 -0.074
H -1.322695 -3.270788 -1.551291 0.2 0.0 -0.1 0.082
C -4.631195 0.480212 -2.168191 0.0 0.5 0.0 0.005
H -4.612495 1.450912 1.321509 -0.1 0.0 0.1 0.088
C 5.030005 1.111212 -1.641491 0.2 0.0 0.0 -0.026
H -3.625595 2.903712 1.454209 0.0 0.1 0.0 0.092
H 2.365405 4.641912 -2.816291 0.0 0.1 -0.1 0.121
H 5.384105 -1.972688 3.890109 0.1 0.0 0.1 0.109
C 2.492605 3.774212 -2.185291 -0.3 -0.1 0.2 0.002
C 2.734005 -0.808288 2.139309 0.8 -0.7 0.7 -0.198
C 1.699905 -1.457988 2.848409 1.0 0.3 -0.1 -0.225
H -1.497195 -0.839388 2.855909 0.0 0.0 0.1 0.073
H -2.853195 1.314512 1.421909 0.1 0.0 0.1 0.060
H -4.786695 -2.874088 -2.473091 0.0 -0.1 0.0 0.126
N -1.941395 -0.484788 0.041609 -2.5 0.2 0.2 -0.046
C -4.443995 -1.915188 -2.111791 0.2 -0.6 0.1 0.003
C -2.242195 2.626312 -0.932091 0.0 -0.2 0.0 -0.046
H 5.201405 0.310412 -0.938791 0.0 -0.1 0.0 0.104
C 4.357305 -1.816488 3.602109 0.0 -0.1 0.1 -0.073
C 4.535305 3.169612 -3.446291 0.1 -0.2 0.1 -0.026
H -5.590895 -0.826788 -3.570091 -0.1 0.0 -0.1 0.132
H 6.752005 0.700012 -2.823491 0.1 -0.1 0.0 0.106
C 1.605705 2.224212 -0.543191 1.4 -0.6 -0.4 -0.370
C 3.891005 1.903712 -1.478991 0.1 0.2 -0.2 -0.110
H -1.421395 2.233812 -0.342191 0.1 0.1 -0.1 0.033
C -4.930195 -0.758488 -2.718391 0.3 0.1 0.5 0.040
H -3.733395 -3.948088 -0.834091 0.0 0.2 0.0 0.138
H 1.237605 -2.754188 4.488509 -0.2 -0.1 0.1 0.112
O 0.587105 1.778712 0.070309 -1.0 -0.9 0.5 -0.220
H -3.033395 -2.192988 1.553809 0.1 0.0 0.1 0.055
C -1.665395 -3.506488 -0.546291 -0.1 0.1 0.0 -0.079
C 2.014305 -2.263788 3.928509 -0.1 0.0 -0.1 -0.012
C 3.652605 2.970012 -2.373191 0.3 -0.3 0.1 -0.172
N 2.358805 -0.071188 1.045609 -2.4 1.1 -1.4 -0.074
C -3.561595 1.974212 -0.501991 -0.1 0.1 0.0 -0.357
H -4.376195 2.601912 -0.881391 0.0 -0.2 0.0 0.136
C 3.340005 -2.461988 4.285409 -0.1 0.1 0.0 -0.066
H -0.377195 -0.663388 4.230409 0.0 0.0 -0.1 0.116
H 4.326405 3.951312 -4.160991 0.0 0.1 -0.1 0.114
C -3.670895 1.906612 1.022809 -0.1 0.0 -0.1 -0.042
```
Forces are in eV/Å.

Output
E_HOMO (spin up / spin down) (eV): -9.47 / -9.47
LUMO energy (spin up / spin down) (hartree): -0.2157 / -0.2156
Electronic energy (Eh): -1630.3187
Maximum force (eV/Å): 3.1
Charge: +1
Kohn-Sham gap (spin up / spin down) (eV): 3.60 / 3.60



[3]
C41H38CuN7O4STe | ωB97M-V/def2-TZVPD

Structure (XYZ):
```
93
Properties=species:S:1:pos:R:3:forces:R:3:lowdin_spin:R:1
C 1.650016 -2.563101 2.804019 0.0 0.0 0.0 0.000
H -3.937490 -5.209153 -3.706305 0.0 0.0 0.0 0.000
C -5.364651 3.110938 5.344248 0.0 0.0 0.0 0.000
H -0.752704 -1.120039 -2.179596 0.1 -0.3 -0.1 0.000
C 1.796524 -0.722082 -5.835997 -0.1 0.0 0.1 0.004
H 2.815022 -0.393924 -6.036102 0.0 0.0 0.0 0.001
H -6.095867 3.822761 5.709729 0.0 0.0 0.0 0.000
C 4.610864 1.929677 -0.489718 0.0 0.0 0.0 0.000
H 3.266060 -1.094219 1.498004 0.1 0.1 0.0 0.000
C 2.748412 0.649879 0.363215 -0.1 -0.1 0.0 0.001
C 1.913884 -3.238282 1.611008 -0.1 0.1 0.0 0.000
H 0.682770 -2.094989 2.951812 0.0 0.0 0.0 0.000
H 1.395358 1.713041 -5.285295 0.0 0.0 -0.1 0.009
C 1.680563 1.186935 -4.368260 0.0 -0.1 0.0 0.134
C -5.309406 1.829019 5.881811 0.0 0.0 0.0 0.000
C 3.645501 -0.253329 0.927524 0.1 0.0 0.0 0.000
C -1.973318 2.818336 -1.876552 0.3 0.2 0.0 0.001
C 0.840230 2.011068 3.861573 0.1 0.1 0.0 0.000
H 2.119067 -0.183862 -1.987340 0.0 0.2 -0.1 0.005
C -4.487520 3.473549 4.330636 0.0 0.0 0.0 0.000
C 1.248917 -0.720069 -1.602014 -0.4 0.2 -0.2 0.011
C -2.923250 -3.672541 -2.623404 0.0 0.1 0.0 0.000
S -2.198277 2.415840 -0.214507 0.0 0.1 -0.3 0.000
H -2.487083 -4.343719 -1.892487 0.0 0.0 0.0 0.000
C 3.898430 -2.979322 3.564713 -0.1 0.0 0.0 0.000
H 6.568693 1.148704 -0.070993 0.0 0.0 0.0 0.000
H -2.867267 2.840450 3.064824 0.0 0.0 0.0 0.000
C -3.539583 2.567733 3.870485 0.0 0.0 -0.1 0.000
H 4.671376 -2.868560 4.315670 0.0 0.0 0.0 0.000
H 5.699630 -0.799075 1.198215 0.0 0.0 0.0 0.000
O -1.781914 -1.888882 -1.578555 -0.3 -0.5 0.0 0.000
C -1.178552 0.721441 3.403174 0.1 0.0 0.0 0.000
H -1.384890 -1.875319 -4.210441 0.1 0.0 -0.2 0.000
C -2.990015 0.056290 -3.418457 -0.2 -0.2 -0.1 0.000
H -4.330978 -0.092017 5.788060 0.0 0.0 0.0 0.000
N -2.213304 0.689266 -2.620072 -0.4 0.3 -0.1 0.000
C 1.257557 0.425384 0.480837 0.1 0.0 0.0 0.002
H 2.752267 1.333419 -4.209240 0.0 0.1 0.0 0.003
C -3.197764 -1.396276 -3.437069 -0.3 0.1 0.1 0.000
H -1.102980 4.227420 -3.040546 0.0 0.0 0.1 0.000
C 5.014464 -0.080906 0.761964 0.0 0.0 0.0 0.000
N -2.081178 2.033900 -2.920503 0.1 -0.1 0.1 0.009
C -2.609243 -2.296126 -2.496393 -0.4 0.0 0.1 0.000
C 0.619410 0.788909 1.743934 0.0 0.0 0.1 0.000
C 0.996312 1.941997 -3.231889 0.0 -0.9 0.1 0.501
C -4.017920 -1.916251 -4.449647 -0.1 0.0 0.0 0.000
H 2.057367 3.759948 4.256404 0.0 0.0 0.0 0.000
H -3.539298 0.640009 -4.163063 0.0 -0.1 -0.1 0.000
C -0.705982 0.298669 2.100695 0.2 0.5 0.0 0.000
H -4.543251 4.462215 3.891808 0.0 0.0 0.0 0.000
C 3.240673 1.749229 -0.333338 0.0 0.0 0.0 0.003
C -3.476720 1.287507 4.410747 0.1 0.0 0.0 0.000
C 3.174368 -3.800343 1.418273 0.0 0.0 0.0 0.000
C 4.164820 -3.662012 2.383243 0.0 0.0 0.0 0.000
H 2.540721 2.477937 -0.725679 0.0 0.0 -0.1 0.002
N 1.408551 -0.242703 -4.519534 0.2 0.1 -0.1 0.001
H 2.312688 1.961375 2.340819 0.0 -0.1 0.0 0.000
C 5.501081 1.009136 0.049870 -0.1 0.0 0.0 0.000
C 1.698917 -2.137038 -1.247175 0.0 -0.1 0.0 0.000
N 0.602814 -0.109857 -0.485667 0.0 0.3 0.5 0.004
H 5.144470 -4.093732 2.215730 0.0 0.0 0.0 0.000
H -1.266084 4.636559 -1.398524 0.0 0.0 0.0 0.000
C -4.288142 -3.266779 -4.569030 0.0 0.1 0.0 0.000
O -2.822237 -0.918998 3.944728 0.1 -0.2 0.0 0.000
N -0.569354 -1.475165 -4.671751 0.3 0.0 -0.1 0.002
N 0.181116 -0.786574 -2.617308 1.0 -0.2 -0.1 0.016
H -4.458793 -1.216844 -5.154849 0.0 0.0 0.0 0.000
C 0.324974 -0.830271 -3.898288 0.1 0.2 0.0 0.007
C 1.330810 1.602096 2.636732 0.0 0.0 -0.1 0.000
H 4.982703 2.799488 -1.019887 0.0 0.0 0.0 0.000
H 1.038027 3.263615 5.606973 0.0 0.0 0.0 0.000
Cu -1.802806 0.119482 -0.619016 -0.1 0.4 0.4 0.001
H -0.737079 -1.121338 -5.598869 0.0 0.0 0.0 0.000
C -2.497634 0.246789 3.903496 -0.1 0.2 -0.1 0.000
H 2.424619 -1.893310 4.688516 0.0 0.0 0.0 0.000
H 1.156798 -0.332688 -6.637872 0.0 0.0 0.0 0.001
H 2.499894 2.355890 5.223645 0.0 0.0 0.0 0.000
C 1.652597 2.892260 4.784890 -0.1 -0.1 -0.1 0.000
O -1.436835 -0.378547 1.345091 -0.2 -0.5 0.1 0.000
Te 0.404948 -3.211451 0.112806 0.1 -0.2 0.0 0.001
H -6.000961 1.538277 6.663831 0.0 0.0 0.0 0.000
H 3.387659 -4.341742 0.503445 0.0 0.0 0.0 0.000
H 1.774401 -1.808454 -5.856379 0.0 0.0 0.0 0.001
N -1.633227 4.132863 -2.187992 -0.4 -0.1 0.1 0.002
C -0.436535 1.562652 4.205769 -0.1 -0.1 0.1 0.000
C 2.636036 -2.439973 3.777670 0.0 0.0 0.0 0.000
C -3.735131 -4.146198 -3.634080 0.1 0.1 0.0 0.000
H 1.871350 -2.717653 -2.153677 0.0 0.0 0.0 0.000
C -4.377082 0.919986 5.405056 0.0 0.0 0.1 0.000
H 2.632753 -2.058184 -0.692273 0.1 -0.1 -0.1 0.000
O 0.899106 3.104124 -3.182197 0.3 0.7 -0.1 0.274
H -0.854012 1.868242 5.163349 0.0 0.0 0.0 0.000
H -4.929268 -3.632403 -5.361211 0.0 0.0 0.0 0.000
```
Forces are in eV/Å.

Output
E_HOMO (spin up / spin down) (eV): -3.24 / -3.24
LUMO energy (spin up / spin down) (hartree): 0.0721 / 0.0636
Electronic energy (Eh): -4576.1141
Maximum force (eV/Å): 1.0
Charge: -1
Kohn-Sham gap (spin up / spin down) (eV): 5.20 / 4.97
2S+1: 2